# 1
The following is a quantum chemistry calculation of one molecule with the formula C13H19NO3, from OMol25.

Last column: Mulliken charge in e.
Atoms and positions in Å:
O 0.82 -2.90 -0.90  -0.5704
C 0.95 -1.52 -0.63  0.1170
C 2.10 -1.31 0.38  -0.9184
O 2.51 0.03 0.46  -0.3864
C 2.04 0.88 1.41  0.7341
C 2.43 2.21 1.26  -0.5628
C 2.04 3.17 2.17  -0.4037
C 1.24 2.83 3.25  -0.5461
C 0.85 1.52 3.41  -0.7094
C 1.24 0.54 2.50  -0.0372
H 0.91 -0.47 2.66  0.2425
H 0.23 1.23 4.25  0.3715
H 0.93 3.58 3.96  0.3914
H 2.36 4.20 2.03  0.3665
H 3.05 2.46 0.41  0.4182
H 2.97 -1.86 0.00  0.2588
H 1.83 -1.72 1.35  0.3328
C -0.36 -0.88 -0.15  -0.4738
N -1.26 -0.58 -1.24  0.0183
C -1.84 -1.77 -1.85  -0.4254
C -2.68 -1.35 -3.05  -0.7503
H -3.17 -2.22 -3.50  0.3615
O -3.70 -0.46 -2.69  -0.3775
C -3.15 0.68 -2.08  -0.6616
C -2.33 0.32 -0.84  -0.5140
H -1.89 1.23 -0.42  0.3652
H -2.99 -0.14 -0.09  0.2995
H -4.00 1.32 -1.80  0.3552
H -2.51 1.22 -2.79  0.3523
H -2.02 -0.88 -3.80  0.3593
H -1.04 -2.43 -2.17  0.4291
H -2.48 -2.31 -1.13  0.2942
H -0.83 -1.53 0.61  0.1403
H -0.12 0.08 0.33  0.3842
H 1.23 -1.06 -1.58  0.3415
H 0.51 -3.35 -0.10  0.4036

The SMILES is O[C@H](COc1ccccc1)CN1CCOCC1. As for the max |F|: 0.78 eV/A. The calculation puts the LUMO energy at 0.72 eV. As for the frontier orbital gap: 0.3427 Eh. For the energy relative to the best compared isomer or geometry (same formula, charge and spin), the calculation gives 1.896 eV.

***

# 2
The following is a quantum chemistry calculation of a 2-piece molecular cluster, C13H19O4P overall, from OMol25.

Last column: Mulliken charge in e.
Atoms and positions in Å:
O 1.25 -2.31 2.33  -0.5026
C 1.63 -2.06 1.22  0.1341
C 0.91 -2.73 0.05  -0.5803
P -0.49 -1.75 -0.50  0.1734
C -1.72 -1.47 0.78  -0.9105
C -1.63 -0.08 1.41  -0.3936
C -1.80 1.02 0.36  -0.5714
O -0.86 2.07 0.57  -0.5686
C 2.73 -1.12 0.93  0.7668
C 3.00 -0.12 1.86  -0.4575
C 4.03 0.79 1.64  -0.6192
C 4.78 0.72 0.48  -0.4203
C 4.53 -0.28 -0.45  -0.7115
C 3.51 -1.20 -0.23  -0.2098
H 1.56 -2.83 -0.82  0.3445
H 0.59 -3.74 0.30  0.5103
H -0.03 -0.55 -1.05  0.2180
H -1.08 -2.49 -1.52  0.1920
H -2.69 -1.55 0.28  0.5478
H -1.68 -2.26 1.52  0.4892
H -2.46 -0.02 2.12  0.3861
H -0.72 0.08 1.99  0.2503
H -2.80 1.45 0.42  0.3729
H -1.70 0.62 -0.65  0.2859
H -1.21 2.63 1.26  0.3294
H 2.43 -0.03 2.77  0.4161
H 4.22 1.55 2.38  0.3959
H 5.57 1.43 0.27  0.3992
H 5.12 -0.37 -1.35  0.4037
H 3.37 -1.97 -0.97  0.2886
C -3.66 2.77 -2.82  -0.7157
C -4.61 1.84 -2.04  0.5424
O -5.65 2.35 -1.59  -0.7117
O -4.22 0.64 -1.93  -0.7195
H -4.05 3.79 -2.87  0.2797
H -2.68 2.80 -2.33  0.1385
H -3.52 2.39 -3.84  0.2274

As for the max |F|: 0.94 eV/A. The calculation puts the LUMO energy at -1.41 eV. As for the frontier orbital gap: 0.1837 Eh.

***

# 3
The following is a quantum chemistry calculation of C13H20AuFN3OSSe as an isolated structure in a non-equilibrium geometry, from OMol25.

Last column: Mulliken charge in e.
Atoms and positions in Å:
Au 0.87 0.32 1.19  0.4768
F 3.02 -4.76 0.91  -0.2726
C 3.01 -3.40 1.03  0.5042
C 3.20 -2.64 -0.11  -0.6703
C 3.18 -1.27 0.00  -0.1825
C 2.98 -0.64 1.26  -0.0020
C 2.96 0.81 1.38  -0.8484
C 2.79 -1.48 2.41  -0.0189
C 2.81 -2.85 2.29  -0.7640
H 3.36 -3.14 -1.06  0.4831
H 3.33 -0.64 -0.87  0.4375
H 3.28 1.42 0.54  0.4170
H 3.10 1.28 2.36  0.4369
H 2.67 -1.00 3.37  0.5124
H 2.68 -3.50 3.14  0.4665
C -3.46 2.29 -2.82  -0.8923
C -2.01 2.39 -2.38  -0.8138
N -1.79 1.88 -1.02  0.0301
C -1.62 0.60 -0.69  0.3754
S -1.44 0.20 1.02  -0.3200
N -1.63 -0.33 -1.62  -0.0695
C -1.50 -1.78 -1.40  -0.5295
C -2.86 -2.45 -1.24  -1.0800
H -3.58 2.67 -3.84  0.3383
H -4.11 2.88 -2.16  0.3234
H -3.82 1.26 -2.81  0.2806
H -1.68 3.43 -2.37  0.3883
H -1.34 1.87 -3.06  0.4054
H -1.76 2.52 -0.26  0.1640
H -1.86 -0.04 -2.56  0.1932
H -0.89 -1.92 -0.52  0.2502
H -0.96 -2.18 -2.26  0.3805
H -3.38 -2.05 -0.37  0.2947
H -2.73 -3.52 -1.09  0.3743
H -3.48 -2.31 -2.12  0.3340
Se 0.31 3.45 1.51  -0.1982
C 0.42 5.11 0.75  0.1860
N 0.50 6.16 0.24  -0.4445
O 0.76 0.47 4.13  -0.5189
H 0.19 1.17 4.43  0.2697
H 0.49 -0.29 4.66  0.3029

As for the max |F|: 2.04 eV/A. The calculation puts the LUMO energy (spin up / spin down) at -6.31 / -6.31 eV. As for the net charge: +1. As for the frontier orbital gap (spin up / spin down): 0.1598 / 0.1599 Eh. For the energy relative to the best compared isomer or geometry (same formula, charge and spin), the calculation gives 1.840 eV.

***

Computed molecular weight (g mol⁻¹) in order:
237.3 270.3 561.3